{
  "formula": "C21H68F6N23O23S2",
  "method": "ωB97M-V with the def2-TZVPD basis set",
  "orbital_gap_ev": 7.824,
  "de_lowest_kcal_mol": 297.86,
  "lumo_ev": 1.454,
  "charge": -1,
  "energy_ev": -142217.118,
  "mol_weight_g_mol": 1189.04,
  "e_homo_ev": -6.4,
  "elements": ["C", "F", "F", "F", "S", "O", "O", "N", "S", "O", "O", "C", "F", "F", "F", "C", "O", "N", "N", "H", "H", "H", "H", "C", "O", "N", "N", "H", "H", "H", "H", "C", "O", "N", "N", "H", "H", "H", "H", "C", "O", "N", "N", "H", "H", "H", "H", "C", "O", "N", "N", "H", "H", "H", "H", "C", "O", "N", "N", "H", "H", "H", "H", "C", "O", "N", "N", "H", "H", "H", "H", "C", "O", "N", "N", "H", "H", "H", "H", "C", "O", "N", "N", "H", "H", "H", "H", "C", "O", "N", "N", "H", "H", "H", "H", "C", "O", "N", "N", "H", "H", "H", "H", "C", "C", "O", "O", "H", "H", "H", "H", "H", "H", "C", "C", "O", "O", "H", "H", "H", "H", "H", "H", "C", "C", "O", "O", "H", "H", "H", "H", "H", "H", "C", "C", "O", "O", "H", "H", "H", "H", "H", "H"],
  "positions_angstrom": [[-20.29432, -7.27140, 20.14677], [-19.06529, -7.44714, 20.58318], [-20.92667, -6.34761, 20.83992], [-20.35539, -6.90424, 18.91023], [-21.28250, -8.88228, 20.26294], [-22.64182, -8.44847, 20.15583], [-20.83706, -9.64492, 19.06119], [-20.81623, -9.57362, 21.84326], [-19.96955, -10.78869, 21.41763], [-20.73889, -11.94661, 20.88090], [-18.64227, -10.59863, 20.74314], [-19.49879, -11.24109, 23.21711], [-18.57336, -12.18343, 23.18091], [-18.90107, -10.18961, 23.73150], [-20.64068, -11.71990, 23.78260], [-26.97743, -11.63469, 25.32584], [-26.91387, -10.48421, 25.72349], [-26.21770, -11.97124, 24.39352], [-27.93570, -12.47358, 25.67084], [-26.23509, -12.96855, 24.23489], [-25.40891, -11.42331, 24.13713], [-27.83165, -13.45909, 25.47579], [-28.60825, -12.08837, 26.31844], [-19.08340, -18.37291, 29.77732], [-18.83019, -18.44120, 31.05914], [-18.57459, -17.46210, 28.90228], [-19.91779, -19.14803, 29.14263], [-18.98218, -17.42692, 27.97885], [-17.92893, -16.79837, 29.30563], [-20.36434, -19.75477, 29.81536], [-20.11281, -19.04014, 28.15752], [-25.21240, -19.19552, 23.85959], [-25.69545, -18.23239, 24.37510], [-24.19574, -19.25658, 23.01010], [-25.56864, -20.40454, 24.20732], [-23.70080, -20.10287, 22.76734], [-23.65402, -18.43233, 22.79273], [-26.47307, -20.59621, 24.61398], [-24.93643, -21.16264, 23.99354], [-26.93391, -0.73570, 17.57638], [-26.67759, 0.38248, 17.92713], [-26.20774, -1.88079, 17.58921], [-28.04788, -0.90785, 16.92301], [-26.48555, -2.74394, 17.14434], [-25.39392, -1.65686, 18.14387], [-28.25433, -1.86494, 16.67509], [-28.52777, -0.06057, 16.65482], [-17.39961, -19.69024, 20.50199], [-18.00849, -19.72540, 21.63781], [-16.13709, -19.99156, 20.38497], [-17.99598, -19.19728, 19.37101], [-15.65206, -20.36106, 21.19014], [-15.65714, -19.76845, 19.52474], [-18.87726, -18.72388, 19.51011], [-17.60396, -19.01532, 18.45816], [-13.74061, -16.23505, 16.26118], [-14.41762, -16.91917, 15.52909], [-14.18329, -15.20938, 16.88239], [-12.42882, -16.47182, 16.50893], [-15.16375, -14.96719, 16.89388], [-13.67487, -14.79096, 17.64825], [-11.92366, -15.67639, 16.87254], [-12.05072, -17.09630, 15.81095], [-28.38777, -7.55905, 13.22244], [-28.24791, -6.46404, 13.74356], [-27.86541, -8.62852, 13.69501], [-29.08794, -7.73604, 12.19829], [-27.43856, -8.44485, 14.59176], [-27.67388, -9.48194, 13.18993], [-29.11633, -8.73484, 12.05106], [-29.62927, -6.97595, 11.81185], [-21.05996, 1.16989, 15.06052], [-20.69249, 0.90266, 13.96925], [-22.06514, 1.91860, 15.40051], [-20.59917, 0.68474, 16.20454], [-22.67534, 1.61590, 16.14625], [-22.52588, 2.36012, 14.61764], [-19.67420, 0.28178, 16.25085], [-20.99863, 0.98937, 17.08075], [-22.82218, -10.28097, 31.51901], [-23.28462, -9.27807, 30.97025], [-22.85758, -11.51087, 31.15430], [-22.23936, -10.23462, 32.64371], [-22.46061, -12.16751, 31.81106], [-23.33381, -11.59275, 30.26739], [-22.68864, -9.49431, 33.16351], [-22.19785, -11.06953, 33.21055], [-10.69552, -14.32534, 27.89125], [-9.77902, -14.49199, 27.11276], [-11.89200, -14.55513, 27.57323], [-10.55188, -13.68923, 28.96403], [-12.14647, -14.99383, 26.69978], [-12.74153, -14.48309, 28.11472], [-9.58252, -13.43633, 29.09248], [-11.34478, -13.38029, 29.50805], [-14.08798, -3.88840, 22.36681], [-14.20438, -4.64141, 23.25693], [-14.55567, -2.70080, 22.42777], [-13.41171, -4.04947, 21.33661], [-14.12432, -2.27940, 21.61755], [-14.88103, -2.35337, 23.31858], [-13.72642, -3.51659, 20.53843], [-13.04544, -4.94323, 21.04140], [-21.61727, -14.58775, 11.52682], [-21.23410, -14.37551, 13.05162], [-21.26188, -15.56875, 13.88765], [-23.02898, -14.89716, 11.48767], [-21.08168, -15.45297, 11.13612], [-21.49951, -13.75875, 10.82898], [-21.83136, -13.63448, 13.58290], [-20.16504, -14.16562, 13.01752], [-21.49502, -16.31591, 13.33179], [-23.13963, -15.65994, 12.05996], [-19.22429, -6.50735, 11.01909], [-20.58567, -7.25312, 10.89708], [-20.83540, -7.81797, 9.67018], [-19.29792, -5.29396, 10.37444], [-18.50972, -7.19154, 10.56151], [-18.93570, -6.32208, 12.05374], [-21.48285, -6.64697, 11.02260], [-20.79375, -8.04764, 11.61370], [-21.77356, -8.02053, 9.64976], [-19.36295, -4.57142, 11.00318], [-10.22430, -9.36505, 22.75667], [-11.48494, -10.06059, 22.24532], [-11.18309, -11.13105, 21.30859], [-9.73343, -8.55366, 21.73357], [-9.58526, -10.14356, 23.17337], [-10.60369, -8.74477, 23.56871], [-12.22416, -9.39284, 21.80288], [-11.98438, -10.46163, 23.12727], [-10.22816, -11.11799, 21.21096], [-8.97359, -8.93536, 21.28799], [-20.96696, -3.96392, 27.18260], [-20.43837, -5.28189, 26.50644], [-21.44509, -6.23090, 26.47862], [-22.20491, -4.11651, 27.94185], [-21.21177, -3.18809, 26.45717], [-20.32228, -3.64981, 28.00346], [-19.61642, -5.68767, 27.09625], [-19.94423, -4.87774, 25.62292], [-21.16748, -6.57273, 25.62557], [-22.42862, -3.22608, 28.22238]],
  "forces_ev_per_angstrom": [[-1.249, -2.051, 1.329], [0.431, 0.434, -0.152], [-0.003, 0.838, 1.075], [0.696, 0.478, -1.904], [1.022, -1.721, -1.504], [-0.325, 0.230, 1.177], [-0.282, 1.326, 2.749], [-1.857, 3.166, -3.655], [3.088, -4.865, -1.296], [1.134, 1.892, 1.207], [-2.531, 0.180, 1.601], [-0.830, -0.240, -3.458], [0.006, -1.032, 0.411], [-0.719, 0.530, 1.578], [1.426, 0.812, 0.826], [-2.041, 4.793, 2.617], [-0.595, 1.249, 1.587], [4.257, -3.999, -4.956], [-1.807, -1.741, 1.078], [0.769, 0.162, -0.852], [-0.240, -0.143, 0.201], [-0.507, 0.237, 0.337], [0.176, -0.574, -0.033], [2.065, 1.880, 4.047], [-0.773, 0.241, -4.910], [0.928, 0.396, 1.108], [-1.758, -2.334, 0.505], [0.604, 0.604, 0.290], [-0.235, 0.116, -0.667], [-0.547, -0.401, -0.924], [-0.291, -0.485, 0.532], [0.552, 0.253, 0.892], [-0.942, 2.506, -0.014], [2.868, 1.231, -2.343], [-1.366, -4.203, 0.939], [-0.506, 0.093, 0.141], [-0.360, 0.073, 0.231], [0.458, 0.161, 0.072], [-0.696, -0.088, 0.086], [-0.307, -0.536, -1.485], [2.159, 1.491, 1.730], [1.566, 1.252, 1.626], [-3.118, -1.043, -1.507], [0.532, 0.293, 0.433], [0.426, -1.496, -0.232], [-0.890, 0.705, -0.513], [-0.330, -0.690, -0.076], [-3.678, 1.604, 3.401], [1.482, -0.259, -3.548], [2.629, -0.954, -0.494], [-1.199, 0.268, -0.118], [-0.080, 0.191, -0.324], [0.178, -0.259, 0.400], [0.155, -0.257, 0.215], [0.502, -0.314, 0.460], [0.704, -2.391, -1.478], [-0.541, -0.988, -0.907], [-2.255, 4.612, 3.119], [0.875, -0.625, -0.030], [0.147, -0.341, -0.321], [0.003, -0.086, -0.224], [0.496, -0.484, -0.415], [0.533, 0.306, 0.305], [1.123, 4.873, 2.637], [0.223, 1.137, 0.925], [2.796, -3.926, 3.225], [-3.128, -1.589, -5.185], [0.369, -0.626, -0.215], [-0.025, 0.299, 0.283], [-1.408, 0.515, -1.470], [0.061, -0.656, -0.175], [0.442, -1.430, 1.458], [1.492, -0.163, -2.920], [-4.649, 3.799, -0.750], [2.787, -2.194, 2.626], [0.109, 0.252, -0.178], [-0.309, -0.152, 0.181], [-0.345, -0.164, -0.097], [0.440, 0.038, -0.311], [-2.258, 3.074, -3.094], [0.066, -0.890, -0.281], [-1.094, -3.201, -3.348], [2.643, 2.425, 7.622], [-0.516, -0.602, -1.323], [0.303, -1.380, 0.062], [0.741, 0.393, 0.464], [0.118, 0.176, -0.072], [2.804, -0.123, -3.765], [1.809, -1.031, -1.018], [-8.052, -2.637, -2.754], [1.669, 2.856, 6.050], [0.826, 0.081, -0.030], [0.661, 0.321, 0.600], [-0.421, 0.418, 0.762], [0.706, 0.126, 0.141], [-1.794, -0.789, 4.689], [-0.364, -4.239, 3.953], [-2.084, 4.684, -0.761], [4.824, -2.232, -8.730], [-0.907, 2.416, 1.171], [0.173, 0.418, -0.628], [0.398, -0.217, -0.236], [-0.232, -0.053, 0.560], [-1.604, -0.698, 1.978], [1.365, -0.645, -1.091], [-0.720, 0.305, -0.942], [0.313, 0.038, -0.398], [0.423, -0.003, -0.016], [0.332, 0.238, 0.580], [0.124, 0.170, -0.455], [-0.009, 0.881, 0.231], [0.092, -0.254, 0.061], [-0.317, -0.034, 0.055], [-1.637, -1.508, 0.540], [-1.225, 0.399, 1.897], [0.666, -0.933, -2.612], [0.348, 1.333, -1.260], [0.369, 0.300, -0.184], [-0.165, -0.594, 0.208], [0.515, 1.304, 0.818], [1.031, -0.077, 0.832], [0.130, -0.062, -0.244], [-0.034, -0.160, 0.011], [-2.365, -0.421, -0.267], [0.092, -0.957, 0.222], [-0.182, 0.748, 0.613], [1.068, 0.606, -0.327], [0.567, 0.199, -0.151], [0.476, 0.287, 0.151], [0.387, 0.275, -0.252], [-0.060, -0.488, 0.040], [0.015, -0.186, -0.177], [-0.009, -0.067, 0.134], [-1.021, -0.261, 1.332], [0.548, 2.762, 3.096], [0.290, -0.102, -1.969], [0.085, -0.792, -0.578], [0.686, 0.048, -0.241], [1.000, 0.401, -0.806], [0.213, 0.138, 0.323], [-0.546, -0.750, -0.916], [-1.164, -1.413, -0.317], [-0.083, -0.036, 0.047]],
  "mulliken_charge": [0.69, -0.22, -0.24, -0.22, 0.95, -0.63, -0.60, -0.41, 1.04, -0.67, -0.65, 0.60, -0.22, -0.22, -0.22, 0.62, -0.68, -0.34, -0.40, 0.15, 0.24, 0.18, 0.23, 0.66, -0.69, -0.40, -0.39, 0.18, 0.22, 0.23, 0.19, 0.62, -0.62, -0.39, -0.37, 0.17, 0.23, 0.21, 0.15, 0.69, -0.65, -0.42, -0.41, 0.20, 0.23, 0.15, 0.22, 0.63, -0.69, -0.36, -0.40, 0.22, 0.18, 0.23, 0.19, 0.60, -0.65, -0.36, -0.45, 0.23, 0.17, 0.21, 0.25, 0.63, -0.69, -0.41, -0.35, 0.22, 0.20, 0.18, 0.23, 0.58, -0.60, -0.45, -0.38, 0.22, 0.23, 0.22, 0.19, 0.65, -0.65, -0.39, -0.48, 0.17, 0.25, 0.24, 0.22, 0.65, -0.69, -0.37, -0.38, 0.22, 0.16, 0.23, 0.19, 0.53, -0.63, -0.38, -0.39, 0.19, 0.24, 0.19, 0.24, -0.51, -0.24, -0.47, -0.51, 0.30, 0.32, 0.26, 0.25, 0.28, 0.31, -0.36, -0.39, -0.53, -0.51, 0.21, 0.31, 0.29, 0.33, 0.33, 0.31, -0.65, -0.23, -0.47, -0.50, 0.38, 0.32, 0.27, 0.25, 0.30, 0.32, -0.35, -0.34, -0.45, -0.52, 0.28, 0.24, 0.25, 0.28, 0.32, 0.30]
}